Record 1
{
  "formula": "C4H8N",
  "method": "the ωB97M-V functional and the def2-TZVPD basis",
  "species": ["C", "C", "C", "N", "C", "H", "H", "H", "H", "H", "H", "H", "H"],
  "xyz": [[2.155, -0.315, 0.005], [0.675, -0.781, 0.097], [-0.306, 0.022, 0.503], [-1.705, -0.028, 0.316], [-1.974, 1.041, -0.643], [2.273, 0.523, -0.696], [2.660, -1.147, -0.478], [2.694, -0.111, 0.927], [0.493, -1.849, 0.197], [0.003, 1.070, 0.714], [-1.970, -1.030, 0.284], [-2.202, 1.904, 0.020], [-2.796, 0.700, -1.244]],
  "e_homo_ev": -14.289,
  "total_charge": 1,
  "total_energy_ev": -5755.6824,
  "smiles": "C=[NH+]/C=C/C",
  "multiplicity": 1,
  "e_lumo_ev": -8.058
}


Record 2
{
  "formula": "C25H26Cl4IrN6O2",
  "method": "the ωB97M-V functional and the def2-TZVPD basis",
  "species": ["Ir", "Cl", "C", "C", "C", "N", "C", "O", "C", "C", "C", "C", "C", "N", "C", "C", "C", "Cl", "N", "C", "O", "C", "C", "C", "C", "C", "N", "H", "H", "H", "H", "H", "H", "H", "H", "H", "H", "Cl", "C", "Cl", "H", "H", "C", "C", "N", "C", "C", "C", "C", "N", "H", "H", "H", "H", "H", "H", "H", "H", "H", "H", "H", "H", "H", "H"],
  "xyz": [[-0.148, -0.344, 0.145], [5.725, 3.070, 1.051], [4.308, 2.437, 0.368], [3.386, 1.821, 1.184], [2.236, 1.290, 0.607], [1.200, 0.661, 1.239], [1.091, 0.646, 2.631], [1.619, 1.415, 3.383], [0.332, -0.555, 3.089], [0.357, -0.912, 4.418], [-0.176, -2.141, 4.786], [-0.679, -2.959, 3.790], [-0.693, -2.508, 2.481], [-0.232, -1.307, 2.126], [2.047, 1.333, -0.817], [2.970, 2.003, -1.633], [4.083, 2.550, -1.048], [5.217, 3.361, -2.020], [0.873, 0.776, -1.190], [0.338, 0.947, -2.463], [0.925, 1.225, -3.470], [-1.140, 0.850, -2.339], [-1.969, 1.193, -3.383], [-3.341, 1.150, -3.187], [-3.806, 0.762, -1.941], [-2.906, 0.414, -0.951], [-1.585, 0.460, -1.128], [3.560, 1.775, 2.246], [0.823, -0.237, 5.123], [-0.163, -2.464, 5.818], [-1.058, -3.948, 4.010], [-1.063, -3.142, 1.692], [2.834, 2.073, -2.699], [-1.513, 1.494, -4.317], [-4.026, 1.419, -3.979], [-4.863, 0.723, -1.720], [-3.257, 0.116, 0.013], [2.157, -2.425, 0.057], [2.436, -3.082, -1.578], [1.286, -2.436, -2.758], [2.314, -4.156, -1.525], [3.437, -2.800, -1.880], [-4.731, -0.820, 1.835], [-3.400, -1.551, 1.694], [-3.356, -2.546, 0.602], [-4.420, -3.579, 0.711], [-5.609, -3.363, -0.224], [-2.373, -2.718, -0.294], [-2.502, -3.903, -1.228], [-1.263, -2.019, -0.462], [-4.782, -0.390, 2.835], [-5.581, -1.489, 1.734], [-4.865, -0.003, 1.126], [-3.208, -2.082, 2.627], [-2.579, -0.852, 1.561], [-4.741, -3.568, 1.751], [-3.975, -4.557, 0.550], [-6.368, -2.718, 0.215], [-6.082, -4.317, -0.453], [-5.298, -2.910, -1.166], [-2.152, -4.809, -0.728], [-1.887, -3.748, -2.112], [-3.523, -4.074, -1.552], [-0.739, -2.436, -1.221]],
  "e_homo_ev": [-13.478, -14.230],
  "total_charge": 2,
  "total_energy_ev": -92297.8860,
  "s_squared": 0.777,
  "multiplicity": 2,
  "e_lumo_ev": [-6.796, -8.152]
}


Record 3
{
  "formula": "C2H7N4",
  "method": "the ωB97M-V functional and the def2-TZVPD basis",
  "species": ["C", "C", "N", "N", "N", "N", "H", "H", "H", "H", "H", "H", "H"],
  "xyz": [[-1.783, -0.393, 0.114], [1.708, 0.386, 0.079], [-0.832, 0.237, -0.496], [-3.009, 0.209, 0.057], [2.985, 0.094, 0.054], [0.722, -0.424, -0.318], [-1.786, -1.209, 0.765], [1.248, 1.451, 0.198], [-3.772, -0.107, 0.587], [-3.164, 1.055, -0.502], [3.756, 0.755, 0.494], [3.095, -0.861, -0.103], [0.831, -1.192, -0.929]],
  "e_homo_ev": -13.720,
  "total_charge": 1,
  "total_energy_ev": -8139.3408,
  "smiles": "N/C=N/[NH+]=C/N",
  "multiplicity": 1,
  "e_lumo_ev": -3.454
}


Record 4
{
  "formula": "C3H5N3O",
  "method": "the ωB97M-V functional and the def2-TZVPD basis",
  "species": ["N", "C", "N", "C", "O", "C", "N", "H", "H", "H", "H", "H"],
  "xyz": [[0.098, 1.666, 1.624], [-0.242, 0.610, 0.790], [-1.258, 0.278, 0.093], [-0.793, -0.745, -0.800], [-1.221, -0.767, -2.094], [0.475, -1.124, -0.542], [0.989, -0.384, 0.475], [0.039, 2.619, 1.255], [1.066, 1.437, 1.766], [-2.138, -1.022, -2.185], [1.051, -1.831, -1.123], [1.935, -0.735, 0.741]],
  "e_homo_ev": -7.532,
  "total_energy_ev": -9707.9383,
  "smiles": "Nc1nc(O)c[nH]1",
  "multiplicity": 1,
  "e_lumo_ev": 0.844
}


Record 5
{
  "formula": "C5H9N",
  "method": "the ωB97M-V functional and the def2-TZVPD basis",
  "species": ["C", "C", "C", "C", "C", "H", "H", "H", "H", "H", "H", "H", "H", "H", "N"],
  "xyz": [[-0.141, 0.518, 0.909], [1.063, 0.507, -0.192], [0.507, -0.243, -1.509], [-0.907, -0.338, -1.274], [-1.330, -0.005, 0.042], [-0.174, -0.209, 2.821], [0.347, -1.141, 1.748], [-0.439, 1.599, 1.233], [1.436, 1.470, -0.526], [1.769, -0.045, 0.437], [1.031, -1.273, -1.622], [0.498, 0.266, -2.550], [-1.712, -0.924, -1.832], [-2.359, 0.011, 0.306], [0.411, -0.193, 2.010]],
  "e_homo_ev": -8.836,
  "total_energy_ev": -6818.9387,
  "smiles": "N[C@@H]1C=CCC1",
  "multiplicity": 1,
  "e_lumo_ev": 1.069
}


Record 6
{
  "formula": "C23H40BiCl3N4O3Si",
  "method": "the ωB97M-V functional and the def2-TZVPD basis",
  "species": ["C", "C", "H", "H", "H", "C", "C", "H", "H", "H", "H", "Bi", "Cl", "Cl", "H", "H", "C", "C", "N", "H", "C", "O", "H", "H", "H", "H", "H", "H", "C", "C", "N", "H", "C", "O", "H", "H", "H", "H", "O", "C", "C", "C", "H", "C", "H", "C", "H", "C", "C", "H", "H", "H", "Si", "Cl", "C", "C", "C", "H", "H", "H", "H", "H", "H", "H", "H", "H", "N", "C", "C", "C", "N", "H", "H", "H", "H"],
  "xyz": [[-2.115, -2.382, -3.849], [-1.247, -2.721, -2.651], [-2.274, -3.271, -4.470], [-1.658, -1.623, -4.484], [-3.091, -2.024, -3.498], [-0.728, -4.044, -2.586], [-0.587, -5.004, -3.727], [-0.808, -4.521, -1.620], [-0.062, -4.598, -4.611], [-1.541, -5.465, -4.075], [0.008, -5.845, -3.327], [0.959, 1.684, 1.438], [-1.656, 1.406, 1.125], [2.517, 3.702, 0.845], [0.627, 6.385, 4.613], [-1.683, 6.951, 3.845], [0.853, 5.927, 3.637], [-1.379, 6.550, 2.870], [-0.403, 5.486, 3.036], [1.531, 5.078, 3.736], [-0.689, 4.225, 2.753], [0.103, 3.277, 3.007], [-2.255, 6.163, 2.348], [-1.692, 4.046, 2.317], [1.295, 6.696, 2.986], [-0.945, 7.380, 2.302], [2.078, -0.941, -2.499], [2.248, -3.879, -1.766], [3.031, -1.031, -1.963], [3.168, -3.427, -1.366], [2.930, -2.053, -0.932], [3.285, -0.066, -1.524], [2.824, -1.759, 0.377], [2.690, -0.588, 0.845], [3.519, -4.030, -0.520], [2.876, -2.635, 1.044], [3.793, -1.351, -2.679], [3.921, -3.425, -2.163], [-0.498, -1.550, -2.136], [-1.540, -1.941, -1.269], [-0.036, -3.290, 0.273], [-1.262, -2.613, 0.045], [0.730, -3.277, -0.508], [0.186, -3.990, 1.466], [-2.374, -1.214, -1.301], [-2.194, -2.643, 1.113], [1.154, -4.466, 1.641], [-0.792, -4.086, 2.457], [-1.976, -3.374, 2.268], [-3.111, -2.066, 0.995], [-0.628, -4.651, 3.381], [-2.713, -3.363, 3.063], [-0.318, 2.617, -2.433], [0.826, 1.044, -1.037], [1.207, 3.681, -2.778], [-1.408, 3.681, -1.306], [-1.218, 2.254, -4.028], [1.915, 3.670, -1.928], [0.864, 4.723, -2.937], [1.711, 3.319, -3.691], [-0.538, 1.817, -4.771], [-1.579, 3.230, -4.396], [-2.078, 1.592, -3.861], [-1.707, 3.121, -0.397], [-2.327, 3.951, -1.869], [-0.871, 4.605, -0.999], [1.260, -0.903, 3.561], [0.699, -1.666, 4.520], [-0.645, -1.303, 4.602], [-0.834, -0.301, 3.635], [0.332, -0.080, 2.985], [2.202, -0.924, 3.158], [1.266, -2.399, 5.087], [-1.417, -1.711, 5.224], [-1.734, 0.231, 3.361]],
  "e_homo_ev": [-4.818, -3.120],
  "total_energy_ev": -87885.4279,
  "multiplicity": 1,
  "e_lumo_ev": [-0.057, -1.029]
}


In the order shown, the computed max |F| values come out to 8.38 1.16 4.40 3.11 7.12 2.73 eV/Å.